{
  "formula": "C20H20N2O4",
  "method": "ωB97M-V/def2-TZVPD",
  "de_lowest_kcal_mol": 32.9,
  "mol_weight_g_mol": 352.4,
  "homo_lumo_gap_ev": 7.72,
  "smiles": "COc1ccc(CCNc2c(C=O)c(=O)[nH]c3ccccc23)cc1OC",
  "multiplicity": 1,
  "species": ["C", "H", "H", "H", "O", "C", "C", "C", "C", "C", "C", "O", "C", "H", "H", "H", "H", "C", "H", "H", "C", "N", "C", "C", "C", "O", "H", "C", "O", "N", "C", "C", "C", "C", "C", "C", "H", "H", "H", "H", "H", "H", "H", "H", "H", "H"],
  "xyz": [[2.04811, -1.69371, -3.13759], [1.40081, -1.43983, -3.98332], [2.89834, -2.26803, -3.50260], [2.40769, -0.78200, -2.65226], [1.39443, -2.53999, -2.21685], [0.39753, -2.01444, -1.44436], [-0.26085, -0.83237, -1.75810], [-1.24833, -0.31080, -0.94097], [-1.60757, -0.96320, 0.22718], [-0.99384, -2.17222, 0.51705], [-0.00041, -2.71633, -0.28717], [0.47656, -3.91402, 0.14265], [1.76120, -4.35724, -0.24050], [2.51615, -3.58960, -0.05805], [1.96330, -5.22012, 0.39392], [1.79227, -4.65648, -1.28990], [-1.25370, -2.72461, 1.40661], [-2.52279, -0.31934, 1.23203], [-3.37897, -0.96038, 1.44899], [-2.89579, 0.62250, 0.82663], [-1.76418, -0.06718, 2.55567], [-0.36887, 0.27536, 2.35206], [0.14501, 0.99429, 1.33701], [1.37195, 0.58816, 0.78435], [2.08397, -0.56735, 1.25496], [1.80015, -1.25116, 2.23025], [2.96879, -0.80972, 0.64607], [1.90074, 1.20014, -0.41616], [2.88327, 0.82316, -1.03492], [1.17057, 2.26340, -0.90800], [0.06746, 2.80605, -0.31846], [-0.51466, 3.95608, -0.85860], [-1.59313, 4.54573, -0.24111], [-2.09293, 4.00742, 0.94014], [-1.54290, 2.85977, 1.46500], [-0.47557, 2.20733, 0.83605], [-1.92333, 2.48119, 2.39701], [-2.91335, 4.49111, 1.44742], [-2.03720, 5.43482, -0.66211], [-0.09552, 4.38167, -1.75878], [1.52704, 2.68742, -1.75587], [0.27446, -0.48713, 2.60004], [-2.28618, 0.69280, 3.14448], [-1.76117, -0.98233, 3.14973], [-1.72695, 0.61837, -1.21510], [0.00835, -0.29716, -2.65450]],
  "forces_ev_per_a": [[0.1412, 0.1986, -0.1781], [0.0160, -0.0233, 0.0231], [-0.0429, 0.0593, -0.0360], [-0.0466, -0.0399, -0.0238], [-0.3363, -0.2205, 0.3143], [0.0867, 0.0074, -0.0009], [0.0619, -0.1228, -0.1492], [-0.1418, -0.1425, -0.0165], [-0.1738, -0.0922, -0.1943], [0.1096, 0.0217, -0.2737], [-0.0719, 0.0803, 0.0765], [-0.3481, 0.1750, -0.1191], [0.4172, -0.2727, -0.0753], [-0.0161, -0.0275, -0.0078], [0.0275, 0.0681, -0.0321], [0.0179, 0.0211, 0.1538], [0.0115, -0.0917, 0.1747], [0.1088, -0.0638, 0.0443], [-0.0785, 0.0643, 0.0147], [-0.0610, -0.0560, 0.0111], [-0.4840, 0.2518, -0.0699], [0.4621, -0.1092, 0.2467], [0.6348, -0.1138, 0.0611], [-0.3677, 0.2566, 0.2396], [0.3940, -0.1070, -0.2569], [-0.0698, -0.1580, 0.2485], [-0.0082, -0.0590, 0.0672], [-0.2310, 0.0873, 0.0664], [0.3141, -0.0802, -0.1358], [0.1674, 0.1331, -0.3727], [-0.3412, -0.0700, 0.3975], [-0.0301, 0.0206, -0.0105], [0.1346, -0.1253, -0.0316], [-0.1608, -0.0178, 0.1397], [0.0906, 0.0487, -0.0583], [-0.1063, 0.3206, -0.2876], [-0.0493, -0.0909, 0.0981], [-0.0621, 0.0280, 0.0578], [-0.0167, 0.0801, -0.0462], [0.0475, 0.0463, -0.0933], [0.0391, -0.1396, 0.1639], [-0.1151, 0.1925, -0.0430], [-0.0038, -0.1618, 0.0200], [0.0365, 0.0877, -0.0087], [-0.0346, 0.1113, 0.0069], [0.0789, 0.0252, -0.1046]]
}